1.
C22H39F3O4Pd as an isolated structure, computed with ωB97M-V/def2-TZVPD.

ORCA input file:
```
! wB97M-V def2-TZVPD RIJCOSX def2/J DEFGRID3
* xyz 2 1
C 3.20 -6.33 0.30
C 3.04 -4.73 -0.02
C 1.86 -4.39 -1.15
C 2.16 -2.85 -1.72
C 0.90 -1.83 -1.49
C 1.28 -0.23 -1.47
O 0.91 0.59 -2.67
C 2.86 0.23 -1.28
O 3.72 0.77 -2.15
O 3.03 -0.09 0.17
C 1.89 0.58 0.89
C 2.64 1.92 1.47
C 4.26 1.78 1.68
C 2.37 3.29 0.59
C 3.48 4.47 0.82
C 2.94 5.90 0.19
C 1.52 -0.32 2.21
F 0.49 0.32 3.11
F 2.69 -0.61 3.11
F 0.94 -1.67 1.88
C 0.69 0.70 -0.21
C -0.87 0.35 0.25
C -1.99 0.74 -0.90
C -3.09 1.86 -0.43
C -4.65 1.42 -0.86
C -5.13 0.10 0.05
O -6.54 -0.22 -0.22
C -7.42 0.36 0.82
C -8.83 -0.53 0.77
H 4.24 -6.48 0.86
H 2.38 -6.63 1.08
H 3.24 -7.01 -0.65
H 2.90 -4.06 0.96
H 4.07 -4.38 -0.49
H 0.79 -4.50 -0.68
H 2.07 -5.13 -2.04
H 2.32 -2.95 -2.90
H 3.17 -2.53 -1.22
H 0.28 -2.19 -0.54
H 0.16 -1.99 -2.41
H 0.14 0.16 -3.16
H 2.19 2.15 2.55
H 4.61 2.56 2.51
H 4.61 0.73 2.08
H 4.79 1.99 0.64
H 2.31 2.94 -0.55
H 1.28 3.66 0.91
H 4.48 4.22 0.22
H 3.76 4.54 1.96
H 2.70 5.68 -0.96
H 1.98 6.32 0.75
H 3.84 6.64 0.19
H 0.52 1.72 -0.78
H -1.10 1.06 1.17
H -1.03 -0.78 0.50
H -2.61 -0.24 -1.17
H -1.54 1.11 -1.92
H -3.06 2.14 0.71
H -2.89 2.86 -1.03
H -4.73 1.17 -2.01
H -5.41 2.31 -0.62
H -4.50 -0.86 -0.22
H -4.92 0.41 1.16
H -7.61 1.50 0.50
H -6.97 0.28 1.91
H -8.56 -1.66 1.08
H -9.29 -0.52 -0.31
H -9.56 -0.07 1.57
Pd 2.54 -5.73 -3.37
*
```

Summary:
- E: -43233.1353 eV
- Maximum force: 10.05 eV/A
- Highest occupied orbital energy: -14.14 eV

Here are the Löwdin charges for atoms 1 to 4, given in e: atom 1 (C): -0.1250, atom 2 (C): -0.2272, atom 3 (C): -0.1370, atom 4 (C): -0.1450


2.
C22H39FIN2O3P as an isolated structure, computed with ωB97M-V/def2-TZVPD.

ORCA input file:
```
! wB97M-V def2-TZVPD RIJCOSX def2/J DEFGRID3
* xyz 0 1
C 8.55 -0.68 0.78
C 7.58 -1.37 -0.27
C 6.05 -0.87 -0.12
C 5.87 0.49 -0.92
C 4.42 1.10 -0.86
C 3.24 0.07 -1.11
C 1.97 0.60 -0.33
C 0.60 0.52 -1.17
C -0.34 1.62 -0.54
N 0.04 2.95 -0.75
C -0.63 4.03 -0.25
F -0.23 5.31 -0.47
C -1.84 3.88 0.59
C -2.29 2.48 0.81
C -3.58 2.32 1.71
C -3.06 2.45 3.22
C -2.40 1.20 3.92
N -3.16 3.58 3.80
C -1.54 1.32 0.24
C -2.06 -0.15 0.49
C -3.29 -0.35 -0.52
P -3.69 -2.15 -0.83
O -2.68 -2.67 -1.80
O -5.25 -2.19 -1.48
C -5.46 -1.08 -2.38
C -6.64 -1.45 -3.38
O -3.77 -3.00 0.59
C -3.36 -4.39 0.42
C -1.89 -4.51 1.01
H 9.45 -0.23 0.26
H 7.99 0.15 1.30
H 8.85 -1.45 1.55
H 7.62 -2.50 -0.21
H 7.94 -1.10 -1.31
H 5.76 -0.82 0.97
H 5.43 -1.67 -0.64
H 6.23 0.40 -1.98
H 6.56 1.31 -0.42
H 4.32 1.92 -1.64
H 4.27 1.52 0.18
H 3.09 -0.03 -2.22
H 3.44 -0.97 -0.72
H 2.15 1.71 -0.15
H 1.88 0.15 0.69
H 0.16 -0.50 -0.98
H 0.75 0.72 -2.26
H 0.88 3.12 -1.33
H -2.36 4.76 1.02
H -4.32 3.13 1.50
H -4.06 1.31 1.56
H -1.44 1.01 3.34
H -2.06 1.45 4.96
H -3.05 0.29 3.87
H -3.59 4.27 3.17
H -1.27 -0.93 0.35
H -2.49 -0.13 1.53
H -4.22 0.18 -0.17
H -2.96 0.12 -1.50
H -4.56 -0.80 -2.99
H -5.85 -0.20 -1.77
H -7.03 -0.54 -3.91
H -7.48 -1.89 -2.79
H -6.31 -2.19 -4.16
H -4.08 -5.01 1.04
H -3.44 -4.78 -0.63
H -1.97 -4.22 2.10
H -1.23 -3.74 0.52
H -1.51 -5.56 0.89
I 7.61 2.66 0.57
*
```

Summary:
- E: -52672.6104 eV
- Maximum force: 3.93 eV/A
- Highest occupied orbital energy: -4.98 eV

Here are the Löwdin charges for atoms 1 to 4, given in e: atom 1 (C): -0.1868, atom 2 (C): -0.2580, atom 3 (C): -0.2268, atom 4 (C): -0.3439


3.
One molecule with the formula C22H39N3O4, computed with ωB97M-V/def2-TZVPD.

ORCA input file:
```
! wB97M-V def2-TZVPD RIJCOSX def2/J DEFGRID3
* xyz 0 1
C -7.96 -1.86 0.50
C -6.54 -2.24 0.11
O -5.60 -1.22 0.46
C -5.52 -0.18 -0.40
O -6.13 -0.11 -1.44
N -4.69 0.79 0.05
C -3.86 0.68 1.22
C -2.39 0.55 0.82
C -1.98 1.74 -0.06
N -0.60 1.60 -0.47
C 0.30 2.59 -0.36
O 0.06 3.69 0.10
C 1.68 2.20 -0.94
C 2.70 3.34 -0.83
C 3.51 3.44 0.46
C 4.38 4.69 0.40
C 2.63 3.49 1.71
N 2.18 0.96 -0.37
C 1.83 -0.27 -0.78
O 0.95 -0.45 -1.61
C 2.60 -1.41 -0.15
C 3.55 -1.99 -1.20
C 4.30 -3.20 -0.65
C 3.33 -4.28 -0.19
C 4.08 -5.49 0.36
C 2.38 -3.70 0.86
C 1.63 -2.49 0.32
C -2.91 1.82 -1.27
C -4.36 1.91 -0.81
H -8.27 -0.98 -0.06
H -8.01 -1.64 1.56
H -8.63 -2.68 0.27
H -6.20 -3.12 0.64
H -6.48 -2.41 -0.97
H -4.18 -0.19 1.80
H -3.99 1.58 1.82
H -1.76 0.51 1.71
H -2.24 -0.38 0.26
H -2.04 2.67 0.52
H -0.34 0.76 -0.98
H 1.49 1.99 -2.01
H 2.13 4.27 -0.94
H 3.39 3.27 -1.67
H 4.19 2.57 0.53
H 5.02 4.76 1.28
H 3.76 5.58 0.35
H 5.02 4.67 -0.49
H 2.07 2.57 1.84
H 3.25 3.64 2.59
H 1.92 4.30 1.63
H 2.88 1.06 0.35
H 3.18 -1.05 0.70
H 2.97 -2.28 -2.07
H 4.26 -1.22 -1.52
H 4.96 -3.60 -1.42
H 4.92 -2.89 0.20
H 2.73 -4.60 -1.05
H 3.38 -6.27 0.67
H 4.69 -5.21 1.22
H 4.74 -5.91 -0.40
H 1.67 -4.47 1.18
H 2.97 -3.41 1.74
H 1.01 -2.79 -0.52
H 0.97 -2.09 1.10
H -2.66 2.69 -1.87
H -2.77 0.93 -1.89
H -5.04 1.88 -1.67
H -4.52 2.84 -0.25
*
```

Summary:
- SMILES: CCOC(=O)N1CCC(NC(=O)[C@@H](CC(C)C)NC(=O)[C@H]2CC[C@H](C)CC2)CC1
- ΔE to the lowest compared entry with this formula, charge and spin: 0.103 eV
- E: -36110.5269 eV
- Maximum force: 0.59 eV/A
- Highest occupied orbital energy: -9.11 eV

Here are the Löwdin charges for atoms 1 to 4, given in e: atom 1 (C): -0.0631, atom 2 (C): -0.2229, atom 3 (O): -0.0163, atom 4 (C): -0.5364


4.
A 13-piece molecular cluster, C22H40BCl24F8NO2S overall, computed with ωB97M-V/def2-TZVPD.

ORCA input file:
```
! wB97M-V def2-TZVPD RIJCOSX def2/J DEFGRID3
* xyz 0 1
C -2.78 -3.48 -1.70
C -1.40 -3.19 -1.07
C -0.57 -2.25 -1.94
C -1.15 -0.85 -2.03
N -0.09 0.14 -2.34
B -0.36 1.50 -2.38
C -1.49 2.16 -3.24
C -2.50 3.08 -2.54
C -3.68 2.32 -1.92
F -1.88 3.89 -1.59
S 0.92 2.57 -1.41
O 0.87 3.95 -1.83
O 2.20 1.90 -1.58
C 0.68 2.64 0.48
F 0.59 3.94 0.78
F 1.80 2.18 1.07
C -0.51 1.91 1.14
F -0.69 2.50 2.35
F -1.63 2.09 0.44
C -0.32 0.39 1.47
F 0.18 0.28 2.70
F -1.50 -0.21 1.45
F 0.52 -0.25 0.66
H -2.67 -3.47 -2.78
H -3.09 -4.49 -1.41
H -3.54 -2.77 -1.38
H -1.50 -2.79 -0.05
H -0.85 -4.13 -1.02
H 0.44 -2.20 -1.54
H -0.48 -2.70 -2.94
H -1.87 -0.81 -2.85
H -1.70 -0.59 -1.12
H 0.77 -0.06 -1.83
H -2.06 1.39 -3.77
H -0.96 2.75 -4.00
H -2.91 3.74 -3.30
H -3.82 2.65 -0.89
H -4.61 2.51 -2.45
H -3.49 1.25 -1.87
C -4.93 3.59 -6.26
Cl -3.40 2.70 -6.24
Cl -5.47 3.99 -4.62
H -4.78 4.52 -6.80
H -5.68 2.98 -6.74
C 3.86 0.76 3.59
Cl 3.49 -0.38 4.89
Cl 5.46 0.49 2.89
H 3.12 0.65 2.81
H 3.84 1.77 4.00
C 1.95 5.01 -4.63
Cl 0.88 4.42 -5.92
Cl 3.65 4.83 -5.05
H 1.74 6.07 -4.47
H 1.74 4.45 -3.74
C -0.23 -0.60 5.78
Cl -1.23 -2.04 5.59
Cl 0.67 -0.59 7.30
H 0.49 -0.58 4.97
H -0.87 0.27 5.76
C 6.35 -2.21 6.25
Cl 5.30 -3.64 6.10
Cl 7.29 -2.23 7.74
H 7.03 -2.20 5.41
H 5.72 -1.33 6.25
C 4.41 -1.26 -1.19
Cl 2.76 -1.08 -0.58
Cl 4.84 -2.96 -1.43
H 4.50 -0.74 -2.13
H 5.09 -0.83 -0.45
C 1.19 2.75 8.89
Cl -0.15 3.75 9.46
Cl 2.50 2.65 10.07
H 0.82 1.75 8.70
H 1.58 3.19 7.98
C 8.79 1.49 0.86
Cl 7.84 0.00 0.75
Cl 9.75 1.56 2.35
H 9.46 1.53 0.01
H 8.11 2.33 0.86
C 2.12 -5.30 -2.96
Cl 0.91 -5.11 -4.24
Cl 1.44 -5.03 -1.35
H 2.51 -6.31 -3.00
H 2.91 -4.58 -3.12
C -6.73 -4.38 -2.92
Cl -5.07 -4.42 -3.52
Cl -7.01 -2.98 -1.87
H -7.41 -4.32 -3.76
H -6.91 -5.28 -2.35
C -7.82 -8.79 -3.17
Cl -6.18 -8.79 -3.81
Cl -8.14 -7.38 -2.14
H -8.52 -8.77 -4.00
H -7.96 -9.69 -2.57
C -0.06 5.70 4.27
Cl -1.09 7.13 4.34
Cl 0.41 5.14 5.89
H -0.61 4.90 3.78
H 0.84 5.94 3.72
*
```

Summary:
- E: -362838.1945 eV
- Maximum force: 1.95 eV/A
- Highest occupied orbital energy: -10.42 eV

Here are the Löwdin charges for atoms 1 to 4, given in e: atom 1 (C): -0.1588, atom 2 (C): -0.2623, atom 3 (C): -0.2281, atom 4 (C): -0.1790


5.
C22H40BF3N8O4P2ReS as an isolated structure, computed with ωB97M-V/def2-TZVPD.

ORCA input file:
```
! wB97M-V def2-TZVPD RIJCOSX def2/J DEFGRID3
* xyz 2 2
Re -1.01 0.78 0.94
B 0.10 3.75 2.61
N -1.33 3.23 2.76
C -2.23 3.83 3.53
C -3.36 3.03 3.64
C -3.06 1.91 2.88
N -1.83 2.04 2.35
N 0.75 3.32 1.30
C 1.90 3.82 0.84
C 2.26 3.13 -0.31
C 1.24 2.21 -0.49
N 0.33 2.35 0.48
H 0.76 3.32 3.51
H 0.09 4.93 2.66
H -2.03 4.79 3.97
H -4.24 3.23 4.21
H -3.68 1.05 2.73
H 2.40 4.63 1.34
H 3.13 3.29 -0.92
H 1.10 1.51 -1.29
C -1.83 -2.86 -2.12
N -0.50 -2.94 -1.55
C 0.16 -4.21 -1.77
P 0.37 -1.58 -1.17
O -0.48 -0.41 -0.86
O 1.29 -2.07 0.04
P 1.71 -1.46 1.50
O 1.05 -0.15 1.76
N 3.35 -1.35 1.27
C 4.31 -1.87 2.22
C 3.85 -0.26 0.46
N 1.38 -2.69 2.52
C 1.59 -4.07 2.13
C 0.89 -2.48 3.86
N 1.50 -1.11 -2.31
C 2.62 -1.96 -2.63
C 0.99 -0.36 -3.44
H -2.44 -3.66 -1.70
H -1.81 -2.97 -3.21
H -2.28 -1.90 -1.86
H -0.43 -4.99 -1.29
H 1.15 -4.19 -1.32
H 0.24 -4.44 -2.83
H 3.83 -2.62 2.84
H 4.71 -1.09 2.86
H 5.13 -2.34 1.68
H 3.08 0.04 -0.25
H 4.73 -0.60 -0.08
H 4.13 0.60 1.08
H 2.15 -4.12 1.20
H 0.62 -4.57 2.00
H 2.14 -4.60 2.91
H 0.85 -1.41 4.07
H 1.56 -2.96 4.58
H -0.10 -2.90 3.97
H 2.97 -2.47 -1.73
H 3.43 -1.33 -3.02
H 2.38 -2.71 -3.40
H 0.12 0.21 -3.12
H 0.70 -1.01 -4.27
H 1.76 0.32 -3.79
F -1.23 -2.00 1.40
C -1.80 -0.86 1.91
F -1.48 -0.87 3.22
F -3.13 -1.07 1.86
C -4.37 1.90 -0.20
S -2.91 0.88 -0.55
O -3.37 -0.46 -0.82
C -2.33 1.57 -2.10
C -1.56 2.71 -2.10
C -1.10 3.21 -3.31
C -1.43 2.56 -4.50
C -2.21 1.42 -4.48
C -2.66 0.91 -3.27
H -4.97 1.93 -1.10
H -4.05 2.90 0.09
H -4.93 1.42 0.60
H -1.33 3.21 -1.17
H -0.48 4.09 -3.33
H -1.07 2.95 -5.44
H -2.48 0.93 -5.40
H -3.26 0.01 -3.22
*
```

Summary:
- E: -83935.2857 eV
- Maximum force: 3.31 eV/A
- Highest occupied orbital energy (spin up / spin down): -14.20 / -14.20 eV

Here are the Löwdin charges for atoms 1 to 4, given in e: atom 1 (Re): 1.6086, atom 2 (B): -0.4056, atom 3 (N): -0.0334, atom 4 (C): 0.0128


6.
C22H40CdFIO5 as an isolated structure, computed with ωB97M-V/def2-TZVPD.

ORCA input file:
```
! wB97M-V def2-TZVPD RIJCOSX def2/J DEFGRID3
* xyz 2 1
C 1.61 0.41 3.90
C 0.21 0.44 3.28
C -0.05 1.64 2.39
F -0.89 2.51 3.04
C -0.81 1.27 1.10
O -2.04 1.30 1.09
O -0.13 0.84 -0.06
C 0.73 1.77 -0.70
C 2.19 1.38 -0.33
C 2.52 -0.11 -0.57
C 2.68 -0.98 0.68
C 1.49 -1.90 0.96
C 1.64 -3.27 0.32
C 1.60 -3.25 -1.20
C 0.36 -2.59 -1.80
C -0.90 -3.43 -1.76
C -1.79 -3.12 -0.53
C -2.94 -2.16 -0.86
C -3.01 -1.04 0.17
C -4.02 0.05 -0.27
O -4.81 0.49 0.78
C -4.15 1.33 1.69
C 0.64 1.43 -2.23
O 1.87 1.49 -2.89
C 2.23 2.76 -3.44
C 0.43 3.22 -0.40
C -0.94 3.69 -0.88
O -1.80 2.97 -1.32
I -1.17 5.82 -0.74
H 1.59 0.52 4.97
H 2.22 1.23 3.51
H 2.13 -0.51 3.65
H -0.49 0.54 4.10
H -0.04 -0.49 2.79
H 0.85 2.21 2.22
H 2.35 1.56 0.77
H 2.89 2.02 -0.88
H 1.81 -0.54 -1.25
H 3.48 -0.14 -1.09
H 2.92 -0.37 1.57
H 3.54 -1.62 0.52
H 0.57 -1.44 0.63
H 1.45 -2.07 2.03
H 2.55 -3.75 0.67
H 0.82 -3.86 0.70
H 2.49 -2.81 -1.64
H 1.59 -4.28 -1.53
H 0.13 -1.63 -1.34
H 0.59 -2.39 -2.84
H -0.69 -4.49 -1.81
H -1.48 -3.19 -2.64
H -2.23 -4.05 -0.19
H -1.16 -2.69 0.24
H -3.88 -2.69 -0.85
H -2.81 -1.69 -1.83
H -2.02 -0.57 0.19
H -3.22 -1.42 1.16
H -3.50 0.88 -0.73
H -4.70 -0.39 -0.99
H -3.51 2.05 1.18
H -4.88 1.84 2.29
H -3.51 0.73 2.35
H -0.07 2.08 -2.72
H 0.26 0.42 -2.29
H 1.51 3.53 -3.21
H 2.31 2.65 -4.51
H 3.22 3.02 -3.08
H 0.58 3.51 0.63
H 1.15 3.82 -0.96
Cd 4.45 1.50 0.81
*
```

Summary:
- E: -49057.8551 eV
- Maximum force: 7.01 eV/A
- Highest occupied orbital energy: -13.87 eV

Here are the Löwdin charges for atoms 1 to 4, given in e: atom 1 (C): -0.0626, atom 2 (C): -0.1277, atom 3 (C): -0.2471, atom 4 (F): 0.0548


Question: Among the records above, which one has the lowest maximum force?
Answer: C22H39N3O4